(1)
Molecular formula: C7H12N2O3
Method: DFT, the ωB97M-V functional and the def2-TZVPD basis

Each line ends with the Löwdin charge.
Geometry (Å):
O: -0.997 -0.362 -0.722  0.05
O: 4.414 -1.681 -0.187  0.01
O: -6.408 -0.067 -0.397  0.06
N: 2.594 -0.298 -0.138  -0.19
N: 2.020 0.939 -0.480  -0.08
C: -2.189 -0.559 -0.611  -0.26
C: -2.955 -0.320 0.591  -0.03
C: 2.639 2.064 0.231  -0.11
C: -4.293 -0.232 0.668  -0.04
C: 3.868 -0.638 -0.500  -0.32
C: 1.736 -1.207 0.627  -0.03
C: -5.191 -0.173 -0.459  -0.26
H: 1.140 -0.581 1.310  0.09
H: 3.675 2.290 -0.073  0.07
H: 2.366 -1.931 1.150  0.08
H: -4.738 -0.129 1.652  0.12
H: 2.034 2.970 0.068  0.08
H: -2.768 -0.988 -1.458  0.12
H: 2.651 1.837 1.307  0.08
H: -2.375 -0.164 1.491  0.12
H: 1.068 -1.754 -0.057  0.08
H: 2.016 1.047 -1.499  0.12
H: 4.366 0.175 -1.055  0.13
H: -4.675 -0.239 -1.458  0.12

Its SMILES is O=C/C=C\C=O.CNN(C)C=O. The value obtained for the gap between HOMO and LUMO is 7.85 eV. For the HOMO energy, the calculation gives -9.25 eV. The calculation puts the largest force on an atom at 2.24 eV/A.

=====

(2)
Molecular formula: C21H19Cl3N5O8S4V
Method: DFT, the ωB97M-V functional and the def2-TZVPD basis

Each line ends with the Löwdin charge.
Geometry (Å):
V: -0.908 -1.000 0.242  0.93
Cl: 1.619 -3.849 -1.003  0.68
Cl: 4.357 -3.105 -1.559  0.59
Cl: 2.186 -1.427 -2.449  0.63
S: 3.730 -0.201 0.118  0.52
S: 1.916 1.293 3.670  -0.21
S: 3.762 1.631 2.912  -0.24
S: 4.552 -0.036 2.012  0.08
O: -1.494 -2.750 -0.413  -0.13
O: 2.781 -2.425 1.235  -0.01
O: -3.633 0.409 -4.931  0.08
O: -1.798 0.769 0.718  -0.15
O: -2.901 2.566 -0.067  0.09
O: 0.656 -0.870 0.060  -0.34
O: -0.015 1.446 -1.946  0.04
O: -1.762 -3.850 -2.366  0.09
N: -1.110 -1.434 2.190  0.13
N: -1.387 1.678 3.474  0.21
N: -2.150 -0.577 -1.308  0.04
N: -0.981 1.346 5.724  0.17
N: -1.427 -0.477 4.420  0.13
C: 3.427 2.436 -2.375  -0.23
C: -1.762 -2.853 -1.684  -0.57
C: -3.154 0.105 -3.703  -0.27
C: 2.164 2.426 -1.754  -0.12
C: 2.732 -2.502 -1.147  -1.57
C: 5.551 4.048 0.331  -0.04
C: -3.166 1.035 -2.662  0.08
C: 4.362 3.543 -0.435  -0.26
C: 2.881 -1.774 0.245  -0.97
C: 4.503 2.991 -1.702  -0.02
C: -2.614 0.649 -1.464  -0.16
C: 0.701 2.987 0.277  -0.03
C: -2.439 1.453 -0.186  -0.55
C: 1.065 1.722 -2.427  -0.21
C: 3.102 3.564 0.144  -0.04
C: 3.681 1.812 -3.727  -0.06
C: -2.662 -1.191 -3.513  0.10
C: 1.998 3.002 -0.476  -0.18
C: -1.252 0.845 4.499  -0.54
C: -2.181 -1.496 -2.263  -0.13
C: -1.260 -0.977 3.246  -0.28
H: -2.677 -1.923 -4.307  0.14
H: -1.530 1.330 2.526  0.08
H: 0.781 3.632 1.152  0.08
H: 5.808 3.330 1.113  0.07
H: 3.500 0.736 -3.710  0.05
H: -0.553 2.256 5.760  0.10
H: 6.418 4.179 -0.316  0.07
H: -3.935 1.324 -4.941  0.11
H: 4.722 1.965 -4.009  0.07
H: -0.594 0.667 6.359  0.11
H: -0.145 3.301 -0.333  0.08
H: 1.275 1.411 -3.467  0.11
H: 0.495 1.976 0.630  0.06
H: -1.020 2.611 3.545  0.11
H: 3.058 2.246 -4.511  0.08
H: 5.485 2.967 -2.164  0.11
H: 2.983 3.976 1.139  0.10
H: -3.562 2.036 -2.782  0.13
H: 5.330 4.998 0.820  0.08

As for the spin multiplicity: 2. The value obtained for the gap between HOMO and LUMO (spin up / spin down) is 5.69 / 5.70 eV. Its total charge is -1. For the HOMO energy (spin up / spin down), the calculation gives -3.72 / -3.72 eV. Its expectation value of S² is 0.7624. The calculation puts the largest force on an atom at 1.45 eV/A.

=====

(3)
Molecular formula: C24H16F5ORuS2
Method: DFT, the ωB97M-V functional and the def2-TZVPD basis

Each line ends with the Löwdin charge.
Geometry (Å):
Ru: -0.463 -0.869 2.105  1.05
S: -0.734 1.399 2.617  0.94
S: 0.320 -1.010 -1.032  1.12
F: -0.189 4.269 2.393  0.15
F: 4.237 1.206 1.673  0.18
F: 1.850 0.020 2.242  0.05
F: 2.191 5.434 1.861  0.19
F: 4.366 3.890 1.500  0.22
O: 0.107 -0.183 0.278  -0.67
C: 2.187 -0.255 -2.798  -0.07
C: 2.803 0.630 -3.675  -0.04
C: -1.644 -2.629 1.532  -0.11
C: -0.355 -3.071 1.855  -0.11
C: -1.316 -1.234 -1.671  -0.41
C: -2.791 -2.584 -2.979  -0.04
C: -2.341 -0.344 -1.369  -0.08
C: 0.544 1.456 -2.246  -0.06
C: -3.603 -0.590 -1.884  -0.04
C: 3.149 1.930 1.845  -0.12
C: 2.090 4.127 1.955  -0.12
C: 0.765 2.117 2.296  -0.48
C: 0.882 3.526 2.227  -0.21
C: 1.175 2.327 -3.114  -0.04
C: 1.941 1.356 2.113  -0.21
C: 1.063 0.172 -2.105  -0.39
C: -1.819 -1.513 3.705  -0.14
C: -1.523 -2.357 -2.461  -0.07
C: -2.370 -1.819 2.440  -0.12
C: 3.220 3.330 1.762  -0.08
C: -0.526 -1.943 4.022  -0.12
C: 2.298 1.911 -3.829  -0.03
C: 0.215 -2.694 3.084  -0.11
C: -3.824 -1.705 -2.689  -0.04
H: -4.415 0.091 -1.669  0.12
H: -0.066 -1.636 4.951  0.14
H: -2.970 -3.448 -3.604  0.12
H: -4.812 -1.886 -3.091  0.12
H: -0.333 1.766 -1.693  0.11
H: -2.159 0.517 -0.739  0.11
H: -0.709 -3.040 -2.675  0.12
H: 1.250 -2.933 3.293  0.15
H: 0.790 3.328 -3.247  0.12
H: 2.577 -1.255 -2.659  0.12
H: 0.238 -3.615 1.132  0.14
H: -2.362 -0.872 4.386  0.14
H: -3.333 -1.417 2.156  0.14
H: -2.055 -2.813 0.548  0.13
H: 2.779 2.597 -4.513  0.12
H: 3.676 0.316 -4.230  0.12

As for the spin multiplicity: 2. The value obtained for the gap between HOMO and LUMO (spin up / spin down) is 7.68 / 5.79 eV. Its total charge is +2. For the HOMO energy (spin up / spin down), the calculation gives -15.04 / -15.04 eV. Its expectation value of S² is 0.7807. The calculation puts the largest force on an atom at 0.64 eV/A.

=====

(4)
Molecular formula: C16H25IrN4O5S
Method: DFT, the ωB97M-V functional and the def2-TZVPD basis

Each line ends with the Löwdin charge.
Geometry (Å):
Ir: -9.914 11.006 -0.585  1.40
S: -8.023 10.862 0.622  0.78
O: -9.580 13.028 -0.379  -0.36
O: -9.308 11.695 -2.523  -0.40
O: -10.376 8.759 1.969  0.08
O: -11.644 11.473 -1.699  -0.33
O: -10.569 9.152 -1.297  -0.41
N: -11.682 13.138 1.050  0.16
N: -8.247 13.504 0.122  -0.06
N: -11.026 10.857 1.265  0.00
N: -11.902 9.752 3.239  -0.05
C: -11.496 12.761 -2.502  -0.08
C: -6.740 15.177 0.994  0.00
C: -11.069 9.721 2.069  -0.49
C: -7.428 12.478 0.526  -0.58
C: -11.920 9.041 -1.809  -0.13
C: -12.158 10.335 -2.554  -0.08
C: -11.830 11.898 1.634  -0.31
C: -10.166 12.623 -3.252  -0.16
C: -5.905 14.114 1.435  -0.01
C: -7.890 14.810 0.288  0.00
C: -6.181 12.787 1.110  -0.04
C: -9.980 7.886 -0.812  -0.01
C: -12.950 10.649 3.361  0.03
C: -11.795 8.648 4.160  0.01
C: -12.936 11.745 2.522  0.01
C: -8.089 11.442 -3.300  -0.01
H: -12.453 8.953 -0.862  0.14
H: -8.190 10.458 -3.778  0.11
H: -12.225 13.859 1.498  0.12
H: -9.939 7.134 -1.589  0.10
H: -11.592 10.339 -3.537  0.15
H: -13.229 10.505 -2.856  0.16
H: -5.020 14.396 1.960  0.12
H: -11.564 13.585 -1.760  0.12
H: -12.306 12.840 -3.232  0.14
H: -8.412 15.577 -0.321  0.16
H: -5.439 12.079 1.458  0.13
H: -12.064 8.151 -2.401  0.15
H: -11.827 7.693 3.604  0.12
H: -8.990 8.174 -0.379  0.09
H: -6.382 16.248 1.228  0.16
H: -13.462 12.631 2.761  0.11
H: -10.817 8.789 4.590  0.11
H: -9.727 13.681 -3.261  0.16
H: -10.344 12.334 -4.301  0.14
H: -12.559 8.798 4.889  0.09
H: -10.697 7.584 -0.013  0.10
H: -13.742 10.463 4.052  0.14
H: -7.770 12.207 -4.065  0.13
H: -7.350 11.444 -2.497  0.08
H: -10.793 13.424 0.593  0.05

As for the spin multiplicity: 5. The value obtained for the gap between HOMO and LUMO (spin up / spin down) is 6.84 / 6.26 eV. Its total charge is +2. For the HOMO energy (spin up / spin down), the calculation gives -12.68 / -14.35 eV. Its expectation value of S² is 6.0176. The calculation puts the largest force on an atom at 5.44 eV/A.